# 1
61
Properties=species:S:1:pos:R:3:forces:R:3 method="wB97M-V/def2-TZVPD" total_charge=+2 gap_ev="5.573 / 3.926" multiplicity=5 lumo_ev="-5.3756 / -12.1290"
Ti -0.229 0.554 0.482 -0.4734 0.0643 0.6902
O -1.061 2.309 -0.818 0.2794 -1.0850 0.5072
O 0.548 -0.457 -1.727 0.7313 -0.3648 -1.2497
O 0.139 -0.944 2.259 -0.3321 1.0810 -1.0706
O 1.770 1.767 0.704 -4.6133 1.3205 -0.9535
O -2.292 -0.906 0.304 1.4240 1.5425 0.0836
C -1.491 1.934 -3.127 -1.5120 1.3891 0.5189
C 3.307 0.749 2.151 1.1920 -0.4853 -1.3100
C 1.085 -1.906 2.703 1.2223 -0.2622 -1.0108
C -3.249 -1.751 2.277 -0.6930 0.2898 0.8404
C -2.842 -0.449 1.587 -2.0496 -2.7930 -1.4896
C 0.390 -2.702 3.728 -0.1026 -1.3157 1.7202
C -2.693 3.788 -1.635 -0.2375 -1.0540 -1.3526
C 1.605 -2.751 1.521 -0.1419 -0.4688 -0.1624
C 1.485 -0.992 -2.638 2.3331 -1.8320 2.4493
C -2.147 2.377 -1.779 1.1157 0.1620 -0.0857
C 2.826 0.938 0.638 2.9914 -0.5713 3.0826
C -4.129 0.383 1.289 2.1585 -0.5283 1.3587
C 3.842 1.617 -0.263 0.7005 -0.6340 -0.5447
C 1.610 0.201 -3.570 -0.4453 1.7896 -1.0248
C 1.074 -2.292 -3.266 -0.3659 -0.2464 -0.8367
H -3.686 -1.488 3.241 0.0744 -0.2129 0.2371
H -0.315 -0.669 3.059 -0.1882 0.2307 0.1529
H 4.831 1.159 -0.278 -0.0432 -0.1455 0.1294
H -2.486 -2.515 2.432 0.2938 0.3937 -0.1080
H -2.215 2.007 -3.939 -0.1366 -0.6180 -0.0173
H -1.931 4.513 -1.923 -0.0913 0.2349 0.1321
H 0.775 -3.290 1.064 -0.1218 -0.2862 0.2656
H -2.937 1.694 -1.466 0.3144 -0.3323 0.0287
H 1.623 -2.541 -4.174 0.2716 0.6098 -0.0943
H -3.495 3.801 -2.372 -0.2917 0.7311 0.2108
H 2.378 -3.458 1.820 -0.4093 -0.2954 0.6633
H 0.863 0.103 -4.357 0.3179 -0.2757 -0.3352
H 2.368 -1.148 -2.017 0.3220 0.3539 -0.3039
H -3.770 1.298 0.818 -0.6964 0.2099 0.0992
H 3.488 1.633 -1.294 -0.1506 -0.1563 -0.1598
H -1.092 0.930 -2.984 -0.1655 0.1279 -0.3570
H 4.085 1.491 2.330 0.0648 -0.0870 0.3022
H -4.487 0.491 2.312 -0.6457 0.8833 -0.2529
H 2.586 0.778 2.967 -0.5688 0.4132 -0.5905
H 3.988 2.671 -0.028 -0.1021 -0.0369 0.4691
H -2.769 -1.688 0.017 -0.0370 -0.0607 0.1369
H -4.066 -2.232 1.740 -0.0565 0.0379 -0.2527
H 1.900 -1.376 3.196 0.2386 -0.0339 -0.1857
H 1.382 1.180 -3.149 0.1483 0.0563 0.4381
H 0.252 -2.131 4.646 -0.0523 0.3750 0.0285
H -0.174 -0.487 -2.358 -2.3028 0.2798 0.2176
H 1.004 -3.532 4.075 -0.0292 -0.1886 -0.1961
H 0.038 -2.199 -3.590 -0.2755 -0.5099 0.1294
H 3.734 -0.251 2.236 0.4963 0.0872 0.0385
H -4.859 -0.181 0.709 0.2702 0.0780 -0.0936
H 2.137 -2.356 0.655 -0.1800 1.3442 0.1630
H -0.631 3.165 -0.889 0.3007 0.1213 0.2967
H 2.518 -0.071 0.365 -0.2710 0.1811 -0.7274
H -2.088 0.009 2.226 0.0740 0.6453 -0.5563
H 2.663 0.266 -3.844 0.1134 -0.3105 -0.2625
H -0.738 2.659 -3.437 0.4330 -0.1593 0.3226
H -3.064 3.921 -0.619 0.0134 0.1928 -0.1985
H 1.294 -3.146 -2.625 -0.5497 0.2226 0.4004
H -0.601 -3.078 3.474 0.1878 -0.0856 -0.4777
H 1.948 2.603 1.141 0.2487 -0.0133 0.1472



# 2
211
Properties=species:S:1:pos:R:3:forces:R:3 method="wB97M-V/def2-TZVPD" gap_ev=2.614 lumo_ev=-1.0514
O 5.445 5.419 6.548 -1.3697 -2.9292 -2.2766
O 5.388 6.882 8.028 -1.4233 1.3874 2.1737
O -1.405 10.367 0.889 -2.1758 5.9252 -1.2672
O -3.591 17.430 7.596 0.4739 -1.2863 -1.1821
O -2.303 11.148 18.463 1.4897 0.6505 -0.4725
O 7.263 6.281 7.255 1.2081 -0.5703 0.0060
O -1.602 11.433 16.379 -0.2677 -0.5563 0.5108
O -3.347 10.183 16.920 0.7958 -0.0159 -1.4878
O 5.096 11.552 15.045 -0.5530 -1.1079 0.0991
O -1.666 5.084 12.699 0.1640 0.0862 -1.2080
O -0.680 8.444 0.626 0.1741 -0.9256 -0.7838
O -1.120 9.089 2.558 -0.8958 0.4300 4.4435
O -6.448 12.526 11.732 -1.0674 2.0129 -0.6977
O 5.470 13.126 16.428 0.1179 0.1692 1.2108
O -1.637 17.057 8.472 3.0679 -1.8889 -0.8145
O -6.822 10.563 10.830 -1.9585 0.5313 -3.5871
O -6.300 10.693 12.760 0.2490 -0.7801 5.1938
O 0.608 11.142 6.342 -1.4125 1.4041 -1.0584
O 7.032 11.724 15.928 1.4658 -0.8079 1.0106
O -3.161 17.988 9.543 -0.8753 1.3242 4.1800
O -3.621 5.782 13.272 0.4286 0.0151 -1.3732
O -3.467 4.189 11.812 0.5517 0.4238 -0.9010
N 5.161 9.185 0.115 -1.1995 -2.0281 0.8830
N -0.528 10.968 9.190 -2.4336 -2.5407 1.5812
N 2.113 21.101 11.242 1.3796 -0.0501 -1.1019
N 3.431 5.823 16.376 -0.8412 -0.0461 1.2286
N -0.416 16.648 2.523 -1.4062 -1.0128 0.1185
N -2.908 5.078 12.514 -0.9526 -0.9008 3.1837
N 6.030 6.145 7.304 1.4768 2.1617 -0.0887
N -6.626 11.322 11.806 2.6513 -1.8731 -1.4443
N -1.128 9.351 1.395 3.1163 -5.2489 -2.3486
N -2.501 -1.467 8.268 0.8894 0.4365 -0.1651
N -2.784 17.421 8.569 -2.2466 1.9946 -2.5310
N -2.376 10.914 17.218 -1.8170 -0.1255 1.5646
N 5.866 12.086 15.875 -0.9936 1.6506 -2.3675
N -9.170 7.293 5.922 -1.5370 0.3017 -1.7234
C -1.969 -3.608 9.428 -0.9414 0.1239 -0.4881
C -2.001 0.659 6.913 0.6925 1.0496 -0.5063
C -2.271 16.070 1.120 -1.9570 -1.1127 -0.7367
C -2.230 -2.110 9.720 -0.3571 0.1554 -1.4897
C -2.644 15.630 2.544 1.2201 -0.5196 1.3290
C 6.592 11.116 0.666 1.3058 -1.3613 0.7647
C 5.071 8.357 -1.204 1.4291 0.3326 -0.8469
C -1.714 11.669 8.406 3.3089 1.4845 -0.3247
C 3.819 7.635 -3.329 -1.1958 -0.4886 0.2567
C 1.886 18.544 11.725 1.2523 -0.5050 -1.0788
C 2.762 19.789 11.861 -1.7278 0.0225 0.0480
C -0.801 16.362 1.029 0.6098 2.0301 1.6907
C 2.945 6.843 18.589 -0.7756 0.1200 -0.8066
C 3.494 4.801 14.045 0.1631 -0.3504 -1.5998
C 0.746 21.553 11.813 0.1484 -0.2138 -0.5862
C 1.064 16.456 2.880 -0.9469 1.9545 0.4687
C 4.488 10.527 -0.061 -0.9490 0.1337 -1.8804
C -11.775 7.757 6.154 -0.2958 -0.6543 -0.3941
C -3.950 -1.246 7.868 0.0712 -0.2111 1.6389
C 2.010 21.098 9.683 -0.3282 0.3245 0.2928
C 0.199 9.831 8.415 0.5483 1.2108 -0.5995
C 3.004 17.259 4.419 -0.0884 -0.0368 1.0729
C 2.190 6.815 16.227 0.7910 0.1883 -0.6492
C -10.383 8.341 5.849 0.9895 -1.0403 0.0311
C 6.558 9.558 0.487 0.5938 1.0710 0.2668
C -2.330 -3.850 7.903 0.5164 0.6703 0.5982
C -13.014 8.606 5.876 0.2375 1.0569 0.5722
C 4.555 8.335 1.356 0.3793 0.6695 -0.4198
C -7.856 8.033 5.660 -0.3393 -0.0387 1.7624
C -9.057 6.682 7.312 0.2876 0.8677 -0.4522
C -1.699 -0.147 8.138 -0.9032 -0.2522 1.4209
C 5.182 11.594 0.737 -0.8357 -0.8905 0.6610
C -1.302 10.167 10.287 0.5877 0.2677 -0.0751
C 3.020 22.251 11.638 -1.0570 1.4106 -0.5443
C 2.158 23.524 11.501 1.4891 0.9100 -0.5624
C -1.218 2.040 6.866 -0.8152 -0.3646 0.6052
C 0.728 23.158 11.584 -1.3896 -1.8868 0.4151
C -6.786 7.205 6.401 -0.1488 0.6104 -0.5576
C -7.539 6.519 7.601 -0.1916 -0.3351 -1.4758
C 3.749 8.163 -1.878 -0.6098 1.0797 0.3203
C -1.259 15.523 3.163 0.8822 1.3207 1.6151
C -9.348 6.152 4.857 1.2652 0.7280 2.4336
C 0.463 11.887 9.952 -0.8748 0.1473 -2.3398
C 2.273 17.566 12.827 -1.6004 0.9637 1.5701
C 3.410 4.516 15.541 -0.7701 0.2649 -0.6220
C -0.887 18.082 2.851 0.7887 -0.5838 1.3610
C 1.089 10.261 7.240 2.1102 -1.6186 1.8668
C 4.794 6.427 16.218 -0.7812 0.8051 -1.1376
C 3.212 5.523 17.848 0.3526 -0.6868 0.3866
C 2.039 7.564 17.572 0.2503 -0.6607 -1.5596
C -1.979 -2.501 7.304 0.4133 0.1545 -0.3355
C 3.387 3.629 13.000 -0.1725 -0.7202 2.1605
C 1.470 16.865 4.392 0.8113 0.2277 -2.2114
H -4.018 -1.009 6.806 -0.0377 -0.6923 0.1717
H -0.160 10.683 5.993 -0.3262 0.4211 -0.8025
H -2.256 12.355 9.057 -0.4636 -0.9276 0.3597
H -0.912 18.261 3.926 -0.1103 -0.7337 0.2113
H 2.278 7.595 15.470 0.6435 -0.6220 -0.5054
H 2.047 18.184 13.696 0.1229 -0.2451 0.7336
H 0.017 20.995 11.226 -0.2236 0.4265 -0.0495
H 1.383 9.343 6.730 -0.1382 -0.5392 0.1029
H 1.083 16.172 5.139 0.5929 -0.2122 -0.0724
H 2.269 8.608 17.361 -0.2809 -0.0125 0.6079
H 2.874 20.716 9.139 0.4106 0.1235 0.7702
H -13.864 8.067 6.293 -0.0154 0.1589 0.0480
H -0.530 9.555 10.754 -0.4392 0.0075 0.3644
H -2.337 -2.191 6.322 -0.3433 -0.6298 0.0171
H -0.897 -2.433 7.199 0.1221 0.2812 0.5315
H -7.281 6.924 8.579 0.1013 -0.1415 -0.1681
H -4.421 -2.137 8.284 -0.4539 -0.1508 -1.0068
H 5.723 8.863 -1.916 0.2181 0.4237 0.2325
H 2.843 7.804 -3.783 -0.3517 -0.0667 0.3226
H 3.867 7.355 18.866 -0.1971 0.1127 -0.1340
H -6.263 6.563 5.692 -0.2787 -0.6292 0.3096
H -6.002 7.898 6.708 -0.1562 -0.0208 0.3532
H 2.831 19.941 12.939 -0.0677 0.7128 -0.0124
H -1.832 -0.003 6.063 0.1131 0.3505 -0.4227
H -1.894 18.368 2.547 0.3360 -0.4551 -0.7605
H 1.168 20.569 9.236 -0.2430 -0.4800 0.9782
H -2.104 9.551 9.881 0.3427 -0.0129 -0.4093
H 0.691 21.065 12.786 0.0512 0.8651 0.4305
H -2.965 16.869 0.859 0.5612 0.3214 -0.3000
H 5.280 12.540 0.205 -1.3697 0.1689 0.4605
H -9.543 7.412 7.959 0.2091 -0.1824 0.2579
H 2.511 24.272 12.211 -0.2910 -0.2442 0.4549
H -0.076 18.756 2.574 -0.3323 0.0057 -0.8286
H 5.045 7.177 16.969 -0.4075 -0.1037 -0.0200
H 3.259 22.145 12.696 0.4591 -0.3654 -0.3274
H 5.562 5.654 16.199 -0.2389 -0.0201 -0.0225
H 3.213 17.712 5.388 -0.2501 -0.0946 0.2954
H 4.652 11.571 1.689 0.7317 0.8710 0.3999
H -10.141 5.506 5.233 -0.4410 0.4374 -0.7527
H 2.638 5.368 13.678 0.1366 0.7942 0.6624
H 4.110 4.983 18.148 -0.1808 -0.1246 0.3805
H -0.465 9.062 8.020 -0.7554 0.3949 0.5662
H 4.669 6.909 15.249 0.9418 0.2180 0.0718
H -3.133 14.679 2.752 -0.0295 -0.1902 -0.9052
H 6.737 9.216 1.507 0.2215 -0.7022 -0.4988
H 3.455 4.014 11.983 -0.0391 -0.1548 0.2339
H 1.483 16.818 12.898 0.5407 -0.4927 -0.1964
H -7.743 8.328 4.617 0.0355 -0.5004 0.0262
H 3.905 6.548 -3.343 0.5721 0.0703 -0.1702
H 4.428 5.302 13.791 -0.1464 0.3481 0.1754
H 7.281 9.185 -0.239 -0.1295 -0.1556 0.2341
H -2.477 15.272 0.407 -0.1618 -0.0498 0.0167
H 3.209 7.524 -1.180 -0.6806 -0.2109 -0.6253
H -0.622 17.347 0.598 0.3047 -0.4691 -0.8210
H 2.452 3.112 13.215 -0.5120 0.3024 -0.6050
H -12.929 9.574 6.368 -0.2953 0.1030 -0.0314
H 4.429 8.134 -4.082 0.8087 -0.0063 0.6657
H 3.830 22.442 10.934 0.4626 -1.0500 0.4820
H -1.458 -1.471 10.150 0.2393 -0.4986 -0.1058
H -11.816 7.414 7.187 0.1561 0.1993 0.1097
H -1.133 15.684 4.234 -0.7091 0.0457 0.1810
H 2.047 18.028 10.778 -0.2008 0.3867 -0.3890
H -10.065 9.076 6.588 -0.3362 0.0383 0.1228
H 5.487 7.350 -1.152 0.4222 0.1403 1.1175
H 0.923 12.368 9.089 0.4461 0.5012 0.4639
H -2.713 -4.124 10.034 0.4590 -0.4228 0.0614
H 2.255 6.829 19.433 0.7749 -0.9218 0.4982
H 1.308 15.471 2.484 0.3293 0.0645 0.4609
H 3.812 16.532 4.340 -0.5920 -0.6580 -0.2765
H 3.233 9.122 -1.927 -0.2100 -0.0124 0.1432
H 0.886 9.354 9.115 -0.2801 -0.0183 0.2138
H 3.409 10.400 0.027 0.1110 0.1522 0.2398
H 0.825 18.779 11.810 0.0388 -0.0273 0.0622
H 7.134 11.188 1.608 0.1907 0.8771 -0.2386
H -0.633 -0.361 8.215 -0.1102 -0.2846 0.0857
H 5.057 7.390 1.565 0.5280 0.0075 -1.0092
H -1.512 2.621 5.992 -0.0472 -0.2414 -0.0459
H 7.057 11.702 -0.126 0.5295 -0.5958 0.0335
H 0.200 23.819 12.271 -0.1319 -0.8441 0.6369
H 2.339 24.057 10.567 0.2073 -0.3335 -0.3132
H -9.652 5.768 7.301 0.2148 0.0224 0.1986
H -3.034 1.006 6.900 -0.1086 -0.3599 -0.0223
H -1.706 -4.636 7.477 -0.1982 0.0171 0.0068
H -4.463 -0.440 8.392 0.6796 0.3051 0.3113
H -0.707 14.598 3.002 -0.2256 -0.0658 -0.6559
H 0.987 7.369 17.785 0.0714 0.7778 0.5459
H -3.084 -2.065 10.394 -0.2929 0.6361 -0.5394
H -7.906 8.941 6.261 -0.4223 0.2472 -0.2185
H 4.708 10.861 -1.075 -0.2611 -0.7579 -0.5085
H 1.444 17.255 2.243 0.9453 -0.3571 -0.0732
H -13.232 8.768 4.820 0.3068 -0.0421 -0.0436
H -1.161 12.377 7.790 -0.1028 0.0069 -0.4218
H -9.342 6.552 3.843 -0.4438 -0.1244 0.2678
H -10.245 8.815 4.877 -0.3861 -0.1772 -0.1417
H 1.012 17.826 4.626 -0.3489 -0.1557 -0.1881
H -7.313 5.457 7.505 0.1612 0.0453 0.6501
H -2.049 0.315 9.061 0.4316 0.7623 -0.1136
H 2.498 3.952 15.740 -0.3097 0.4292 0.2704
H -1.798 10.848 10.979 0.3944 0.1326 0.0527
H -3.271 16.315 3.115 0.2289 0.4606 -0.2820
H 4.071 2.806 13.203 0.7249 0.2982 -0.3296
H 1.330 6.200 15.963 0.2061 -0.2006 0.1289
H 2.338 4.872 17.861 0.0659 -0.0739 0.2725
H -12.118 6.901 5.572 1.2872 -0.6187 -0.2613
H 1.216 11.361 10.538 -0.4583 -0.4108 -0.1193
H -0.136 2.128 6.967 0.0396 -0.8507 -0.1683
H 4.207 3.849 15.869 0.3210 0.4488 0.2239
H -8.450 5.570 5.062 0.1727 -0.1069 -0.5924
H 1.816 22.130 9.391 0.3521 0.0451 0.1182
H -0.964 -3.945 9.682 -0.1128 0.1153 -0.1103
H -3.382 -4.081 7.737 0.0828 -0.1764 0.2258
H -2.233 11.012 7.707 -0.1226 -0.3102 0.8586
H 0.168 23.328 10.665 0.3113 -0.1361 -0.2343
H 3.277 17.195 13.034 -0.0046 -0.0734 -0.9450
H 2.059 10.588 7.616 -0.0805 0.5922 0.1156
H -0.190 15.548 0.639 -0.0069 0.2130 0.1041
H 3.785 19.616 11.526 -0.1637 0.5100 -0.5643
H 3.498 8.092 1.255 0.0056 0.5956 -0.3390
H -1.609 2.571 7.734 0.0114 0.2823 0.0091
H -0.093 12.610 10.550 -0.0465 -0.2351 -0.0701
H 3.304 18.071 3.756 -0.6505 -0.0723 -0.5292
H 4.781 8.876 2.275 -0.4516 0.5425 -0.2584